[1]
The following is a quantum chemistry calculation of the ion C6H8NO with charge +1 in a non-equilibrium geometry, from the OMol25 dataset.

Geometry (Å):
C 1.15311 -1.95261 0.43822
N 0.49514 -1.20385 -0.30610
C 0.73364 -0.59463 -1.43472
C 0.13875 0.60835 -1.76334
C -0.78354 1.29936 -0.98577
C -1.10798 1.09209 0.40052
C -0.14430 0.83371 1.28992
O -0.08926 0.58512 2.55094
H 0.71029 -2.57122 1.18173
H 2.20832 -1.97714 0.38866
H 0.94869 -1.23763 -2.33283
H 0.26278 0.82538 -2.77496
H -1.26686 2.03883 -1.59978
H -2.11631 1.46865 0.54066
H 0.81261 0.84005 0.82156
H -0.93293 0.57754 2.94466

Forces on the atoms, in the same order (eV/Å):
0.316 -0.273 0.398
-0.017 -0.805 0.329
-1.564 -0.646 -1.720
0.144 0.214 1.431
1.490 -0.593 0.181
-1.917 1.606 -2.386
1.233 -0.321 -1.184
1.268 0.055 0.099
-0.712 -0.289 0.489
1.263 -0.046 -0.107
0.449 0.462 1.109
0.037 0.910 -1.404
-0.886 0.213 0.369
-0.056 -0.425 1.023
0.913 -0.023 0.272
-1.962 -0.039 1.101

Summary:
- structure (SMILES) = C=[N+]=C/C=C\C=C\O
- molecular weight (g mol⁻¹) = 110.1
- E_LUMO (alpha / beta) (Ha) = -0.20330 / -0.20331
- charge = +1
- E_HOMO (alpha / beta) (eV) = -13.6332 / -13.6327
- energy above the lowest of the compared OMol25 structures with the same formula, charge and spin (kJ/mol) = 104.7

Results of the Mulliken charge analysis, in e, for atoms 1 through 4:
1. C -0.26
2. N -0.22
3. C 0.16
4. C -0.56

=====

[2]
The following is a quantum chemistry calculation of the ion C6H8NO2 with charge -1 in a non-equilibrium geometry, from the OMol25 dataset.

Geometry (Å):
C 0.10609 0.05590 1.39776
C 0.21067 -0.00834 -0.10332
C -0.99268 0.40125 -0.92306
N 0.51053 -1.39801 -0.46150
C 1.90100 -1.50977 -0.69036
O 2.39650 -2.66802 -0.72562
C 2.41619 -0.19754 -0.89091
C 1.50843 0.77279 -0.61879
O 1.52442 2.00160 -0.78490
H -0.77883 -0.28916 2.03932
H 0.19133 1.16626 1.75215
H 0.87413 -0.70006 1.74790
H -1.88689 -0.17466 -0.67604
H -0.79672 0.04848 -1.99142
H -1.20938 1.36919 -0.92365
H -0.13098 -2.14510 -0.04208
H 3.36622 0.02987 -1.40967

Forces on the atoms, in the same order (eV/Å):
-0.047 1.033 2.619
-0.640 -0.568 -0.751
0.667 -4.477 -1.734
-0.801 -0.234 0.652
-0.776 -2.792 0.085
0.091 1.681 -0.178
2.208 -0.730 -0.875
-1.759 0.147 0.222
-0.217 0.157 0.373
0.247 0.172 -1.755
0.581 -1.948 -0.402
-0.169 1.635 0.067
-0.096 -0.022 0.481
-0.028 0.771 1.204
-0.783 4.291 0.114
2.054 1.297 -0.747
-0.533 -0.413 0.626

Summary:
- structure (SMILES) = CC1(C)NC([O-])=CC1=O
- molecular weight (g mol⁻¹) = 126.1
- E_LUMO (Ha) = 0.13828
- charge = -1
- E_HOMO (eV) = -3.5351
- energy above the lowest of the compared OMol25 structures with the same formula, charge and spin (kJ/mol) = 0.0

Results of the Mulliken charge analysis, in e, for atoms 1 through 4:
1. C -1.44
2. C 1.77
3. C -1.86
4. N -0.35

=====

[3]
The following is a quantum chemistry calculation of an isolated molecule of C6H8NO2P in a non-equilibrium geometry, from the OMol25 dataset.

Geometry (Å):
C 3.07226 0.33931 -0.19224
C 1.92404 1.00744 -0.21436
C 0.75919 1.40421 -0.29699
C -0.44732 2.03523 -0.33926
O -1.58316 1.41805 -0.03985
P -1.60748 -0.24521 0.25350
C -0.86853 -0.48919 1.84487
O -2.97765 -0.66130 0.06312
N -0.40575 -0.78202 -0.75377
C -0.72275 -1.61886 -1.68947
H 4.05421 0.75756 -0.48565
H 3.29094 -0.68310 0.07405
H -0.62643 3.09251 -0.47828
H -1.20073 -1.51685 2.02545
H 0.15512 -0.37177 1.72853
H -1.06136 0.18328 2.66831
H 0.03158 -1.94852 -2.41320
H -1.78617 -1.92076 -1.75477

Forces on the atoms, in the same order (eV/Å):
0.998 0.941 -0.406
3.349 -2.091 -0.068
-3.735 3.498 -0.075
2.892 -0.789 0.525
-0.995 -1.970 0.248
0.101 2.750 0.404
-1.386 -0.326 0.087
-1.207 -0.903 -0.160
-0.017 -2.184 -2.099
-0.488 1.454 1.425
-0.882 0.519 0.157
-1.061 -0.374 0.251
0.477 0.036 -0.370
0.475 0.058 0.585
2.157 -0.458 -0.399
-1.003 0.116 -0.007
-0.220 -0.035 0.315
0.546 -0.242 -0.413

Summary:
- structure (SMILES) = C=C=C=CO[P@@](C)(=O)N=C
- molecular weight (g mol⁻¹) = 157.1
- E_LUMO (Ha) = 0.00233
- E_HOMO (eV) = -8.1294
- energy above the lowest of the compared OMol25 structures with the same formula, charge and spin (kJ/mol) = 281.5

Results of the Mulliken charge analysis, in e, for atoms 1 through 4:
1. C -1.15
2. C 0.32
3. C 0.45
4. C -0.32

=====

[4]
The following is a quantum chemistry calculation of the ion C6H8NO6 with charge -1 in a non-equilibrium geometry, from the OMol25 dataset.

Geometry (Å):
C 0.80928 1.62557 -0.46870
C 2.73850 -0.93122 0.31020
C -1.91944 -0.67026 0.30829
C -1.08232 -1.44787 -0.59724
C -1.10174 0.35541 1.08914
C 0.54365 0.17553 -0.31550
N -0.20343 -0.59995 -1.35639
O 1.91002 2.19292 -0.02158
O 3.02508 -2.08855 0.31964
O -0.14259 2.28827 -0.97129
O 3.49164 0.04907 0.20617
O -1.63422 1.57982 1.31629
O 1.28117 -0.61782 0.46649
H -2.62448 0.02232 -0.31550
H -2.51448 -1.42745 0.89927
H -0.22152 -1.97663 -0.13194
H -1.66332 -2.05969 -1.30725
H -0.36404 0.07052 1.73862
H 2.51538 1.41232 0.30577
H -0.72990 0.18202 -1.99642
H -2.11325 1.86568 0.52196

Forces on the atoms, in the same order (eV/Å):
-2.878 0.930 -1.620
0.440 0.942 -0.679
-2.038 1.795 1.206
1.899 -1.186 -1.822
0.527 -0.467 -3.710
-2.760 0.021 0.392
0.244 4.919 -1.946
0.191 -1.435 0.714
-0.561 -1.953 0.322
2.102 -0.667 0.598
-0.754 1.558 0.193
-0.309 0.052 0.091
1.298 -0.817 0.695
0.708 -1.447 0.858
0.248 1.149 -0.189
-1.545 -0.873 0.606
0.257 -0.141 0.509
1.077 -0.723 2.244
0.041 0.674 -0.728
1.456 -2.357 2.190
0.358 0.025 0.078

Summary:
- molecular weight (g mol⁻¹) = 190.1
- E_LUMO (Ha) = 0.12408
- charge = -1
- E_HOMO (eV) = -4.1021
- energy above the lowest of the compared OMol25 structures with the same formula, charge and spin (kJ/mol) = 211.0

Results of the Mulliken charge analysis, in e, for atoms 1 through 4:
1. C 0.27
2. C 0.61
3. C -0.38
4. C -0.70

=====

Question: energy above the lowest of the compared OMol25 structures with the same formula, charge and spin of number 1 (C6H8NO)?
Answer: 104.7 kJ/mol

=====

Repeat the third record exactly.
The following is a quantum chemistry calculation of an isolated molecule of C6H8NO2P in a non-equilibrium geometry, from the OMol25 dataset.

Geometry (Å):
C 3.07226 0.33931 -0.19224
C 1.92404 1.00744 -0.21436
C 0.75919 1.40421 -0.29699
C -0.44732 2.03523 -0.33926
O -1.58316 1.41805 -0.03985
P -1.60748 -0.24521 0.25350
C -0.86853 -0.48919 1.84487
O -2.97765 -0.66130 0.06312
N -0.40575 -0.78202 -0.75377
C -0.72275 -1.61886 -1.68947
H 4.05421 0.75756 -0.48565
H 3.29094 -0.68310 0.07405
H -0.62643 3.09251 -0.47828
H -1.20073 -1.51685 2.02545
H 0.15512 -0.37177 1.72853
H -1.06136 0.18328 2.66831
H 0.03158 -1.94852 -2.41320
H -1.78617 -1.92076 -1.75477

Forces on the atoms, in the same order (eV/Å):
0.998 0.941 -0.406
3.349 -2.091 -0.068
-3.735 3.498 -0.075
2.892 -0.789 0.525
-0.995 -1.970 0.248
0.101 2.750 0.404
-1.386 -0.326 0.087
-1.207 -0.903 -0.160
-0.017 -2.184 -2.099
-0.488 1.454 1.425
-0.882 0.519 0.157
-1.061 -0.374 0.251
0.477 0.036 -0.370
0.475 0.058 0.585
2.157 -0.458 -0.399
-1.003 0.116 -0.007
-0.220 -0.035 0.315
0.546 -0.242 -0.413

Summary:
- structure (SMILES) = C=C=C=CO[P@@](C)(=O)N=C
- molecular weight (g mol⁻¹) = 157.1
- E_LUMO (Ha) = 0.00233
- E_HOMO (eV) = -8.1294
- energy above the lowest of the compared OMol25 structures with the same formula, charge and spin (kJ/mol) = 281.5

Results of the Mulliken charge analysis, in e, for atoms 1 through 4:
1. C -1.15
2. C 0.32
3. C 0.45
4. C -0.32

=====

Question: Which formula does entry 3 have?
Answer: C6H8NO2P